C3HO2S3 as an isolated structure in a non-equilibrium geometry. Source: the Open Molecules 2025 dataset; level of theory: wB97M-V/def2-TZVPD.

Geometry as XYZ:
```
9
Properties=species:S:1:pos:R:3:lowdin_charge:R:1
C -4.126 -1.460 -0.276 -0.567
C -1.001 0.283 0.395 -1.316
S -3.719 2.050 -0.012 0.408
S 0.548 0.870 0.152 0.553
O -4.137 -1.166 -1.409 0.122
S -1.175 -1.288 0.244 0.481
C -2.317 2.132 0.755 -0.655
H 1.129 -0.285 -0.259 -0.170
O -4.207 -1.801 0.814 0.143
```

Results
- DFT total energy (hartree) = -1459.9069
- frontier orbital gap (eV) = 6.03
- LUMO (eV) = 3.3
- charge = -1